[1]
Below is the molecule C21H21BrN2O5 in a non-equilibrium geometry, with properties calculated with ωB97M-V/def2-TZVPD.

```
! RIJCOSX wB97M-V def2-TZVPD def2/J DEFGRID3
* xyz 0 1
C -0.40124 -5.25387 -1.95336
O -0.37556 -3.75070 -1.96330
C -1.00034 -3.07476 -0.83442
O -1.41211 -3.63852 0.15863
C -0.99241 -1.55738 -0.85474
C -2.13652 -0.86915 -1.11489
C -3.54754 -1.37416 -1.18518
N -2.05266 0.47031 -1.49593
C -0.95100 1.13873 -1.41791
C -1.16183 2.59835 -1.82917
C 0.35422 0.54880 -0.99767
C 1.44381 1.40556 -0.89209
O 2.65047 0.89082 -0.45032
O 1.34160 2.81086 -1.01172
C 2.40890 3.68026 -0.52333
C 0.34110 -0.89158 -0.71820
C 0.83086 -1.13225 0.72184
C 0.80369 -0.21191 1.82256
C 0.26857 1.17484 2.02524
C -1.03936 1.39059 1.91688
C -1.66363 2.58792 2.13911
C -0.91340 3.71671 2.56793
Br -1.79027 5.48203 2.67859
C 0.50691 3.51134 2.63203
C 1.12716 2.24054 2.35160
N 1.54059 -0.73361 2.78510
O 2.16421 -1.91818 2.29395
C 1.58172 -2.23790 1.11117
C 1.92054 -3.46589 0.33139
H -0.72155 -5.67524 -1.00028
H 0.54722 -5.53791 -2.28140
H -1.20240 -5.56422 -2.60962
H -4.16604 -0.99471 -0.35383
H -3.95632 -1.07220 -2.21681
H -3.57975 -2.51329 -1.14873
H -0.40183 2.86549 -2.51746
H -0.97297 3.30313 -0.95110
H -2.10650 2.67551 -2.27907
H 2.51313 0.03749 -0.01515
H 2.47777 4.79763 -0.81844
H 2.36398 3.70446 0.54727
H 3.49084 3.24130 -0.73442
H 1.01127 -1.29694 -1.50520
H -1.70101 0.58504 1.61965
H -2.78662 2.67302 1.94134
H 1.09900 4.42694 2.98094
H 2.16159 2.19480 2.46483
H 1.95293 -3.41944 -0.72656
H 2.90065 -3.70246 0.71000
H 1.23011 -4.26619 0.60027
*
```

energy above the lowest of the compared OMol25 structures with the same formula, charge and spin: 4.935 eV
HOMO energy: -0.2887 hartree
maximum force: 4.52 eV/A
structure (SMILES): COC(=O)C1=C(C)N=C(C)/C(=C(/O)OC)[C@H]1c1c(-c2ccc(Br)cc2)noc1C
gap between HOMO and LUMO: 0.30078 Eh

Which charges does natural (NBO) predict for the atoms? In e, they are: -0.26 -0.56 0.81 -0.58 -0.18 0.22 -0.64 -0.53 0.37 -0.64 -0.28 0.70 -0.70 -0.52 -0.27 -0.24 -0.22 0.21 -0.11 -0.14 -0.24 -0.06 0.05 -0.23 -0.19 -0.13 -0.30 0.37 -0.69 0.21 0.19 0.19 0.23 0.24 0.22 0.22 0.23 0.23 0.51 0.22 0.19 0.20 0.24 0.22 0.24 0.23 0.23 0.25 0.24 0.25

[2]
Below is a cluster of 2 separate species, C3H9ClOSi in total in a non-equilibrium geometry, with properties calculated with ωB97M-V/def2-TZVPD.

```
! RIJCOSX wB97M-V def2-TZVPD def2/J DEFGRID3
* xyz 0 1
C -0.05267 -1.81560 1.89085
C -1.28464 1.75053 0.22254
C 1.80219 0.17112 -2.02377
O 0.02769 -0.55278 1.26033
Si -0.43299 0.07949 -0.16368
Cl 2.06242 1.78516 -2.82322
H -0.52902 -1.51232 2.93608
H 0.83457 -2.41835 1.92675
H -0.81749 -2.40973 1.43061
H -1.92994 1.47602 1.04791
H -0.62763 2.56146 0.49661
H -2.02015 2.07161 -0.59996
H 1.56777 -0.49238 -2.85245
H 2.77807 -0.07309 -1.57835
H -1.37819 -0.62114 -1.17026
*
```

energy above the lowest of the compared OMol25 structures with the same formula, charge and spin: 5.675 eV
HOMO energy: -0.2939 hartree
maximum force: 3.68 eV/A
gap between HOMO and LUMO: 0.30280 Eh

Which charges does natural (NBO) predict for the atoms? In e, they are: -0.23 -1.13 -0.64 -0.92 1.57 -0.12 0.19 0.19 0.17 0.24 0.25 0.25 0.18 0.19 -0.20

Please write out number 1 again, unchanged.
Below is the molecule C21H21BrN2O5 in a non-equilibrium geometry, with properties calculated with ωB97M-V/def2-TZVPD.

```
! RIJCOSX wB97M-V def2-TZVPD def2/J DEFGRID3
* xyz 0 1
C -0.40124 -5.25387 -1.95336
O -0.37556 -3.75070 -1.96330
C -1.00034 -3.07476 -0.83442
O -1.41211 -3.63852 0.15863
C -0.99241 -1.55738 -0.85474
C -2.13652 -0.86915 -1.11489
C -3.54754 -1.37416 -1.18518
N -2.05266 0.47031 -1.49593
C -0.95100 1.13873 -1.41791
C -1.16183 2.59835 -1.82917
C 0.35422 0.54880 -0.99767
C 1.44381 1.40556 -0.89209
O 2.65047 0.89082 -0.45032
O 1.34160 2.81086 -1.01172
C 2.40890 3.68026 -0.52333
C 0.34110 -0.89158 -0.71820
C 0.83086 -1.13225 0.72184
C 0.80369 -0.21191 1.82256
C 0.26857 1.17484 2.02524
C -1.03936 1.39059 1.91688
C -1.66363 2.58792 2.13911
C -0.91340 3.71671 2.56793
Br -1.79027 5.48203 2.67859
C 0.50691 3.51134 2.63203
C 1.12716 2.24054 2.35160
N 1.54059 -0.73361 2.78510
O 2.16421 -1.91818 2.29395
C 1.58172 -2.23790 1.11117
C 1.92054 -3.46589 0.33139
H -0.72155 -5.67524 -1.00028
H 0.54722 -5.53791 -2.28140
H -1.20240 -5.56422 -2.60962
H -4.16604 -0.99471 -0.35383
H -3.95632 -1.07220 -2.21681
H -3.57975 -2.51329 -1.14873
H -0.40183 2.86549 -2.51746
H -0.97297 3.30313 -0.95110
H -2.10650 2.67551 -2.27907
H 2.51313 0.03749 -0.01515
H 2.47777 4.79763 -0.81844
H 2.36398 3.70446 0.54727
H 3.49084 3.24130 -0.73442
H 1.01127 -1.29694 -1.50520
H -1.70101 0.58504 1.61965
H -2.78662 2.67302 1.94134
H 1.09900 4.42694 2.98094
H 2.16159 2.19480 2.46483
H 1.95293 -3.41944 -0.72656
H 2.90065 -3.70246 0.71000
H 1.23011 -4.26619 0.60027
*
```

energy above the lowest of the compared OMol25 structures with the same formula, charge and spin: 4.935 eV
HOMO energy: -0.2887 hartree
maximum force: 4.52 eV/A
structure (SMILES): COC(=O)C1=C(C)N=C(C)/C(=C(/O)OC)[C@H]1c1c(-c2ccc(Br)cc2)noc1C
gap between HOMO and LUMO: 0.30078 Eh

Which charges does natural (NBO) predict for the atoms? In e, they are: -0.26 -0.56 0.81 -0.58 -0.18 0.22 -0.64 -0.53 0.37 -0.64 -0.28 0.70 -0.70 -0.52 -0.27 -0.24 -0.22 0.21 -0.11 -0.14 -0.24 -0.06 0.05 -0.23 -0.19 -0.13 -0.30 0.37 -0.69 0.21 0.19 0.19 0.23 0.24 0.22 0.22 0.23 0.23 0.51 0.22 0.19 0.20 0.24 0.22 0.24 0.23 0.23 0.25 0.24 0.25